No. 1
59
Properties=species:S:1:pos:R:3:lowdin_charge:R:1 method="wB97M-V/def2-TZVPD" homo_lumo_gap_ev=8.432 charge=0 homo_energy_ev=-8.4 relative_energy_kj_mol=0.00
Li -0.25930 -0.21389 0.44934 0.559
C 1.04681 0.90209 3.93047 -0.217
C 0.31767 1.81134 2.92885 -0.197
N -0.73157 1.12803 2.17567 -0.112
C -1.76159 0.46608 2.96693 -0.194
C -2.08592 -0.93478 2.41886 -0.195
N -0.90504 -1.65599 1.96929 -0.126
C -0.14582 -2.39674 2.96838 -0.199
C 0.52483 -1.51934 4.01982 -0.222
N 1.32552 -0.44252 3.45961 -0.041
H 1.97198 1.41925 4.20652 0.108
H 0.47111 0.82939 4.85709 0.102
H -0.05011 2.68787 3.48245 0.115
H 1.03823 2.18321 2.19616 0.100
H -1.12945 1.75405 1.48663 0.083
H -1.41894 0.38428 3.99585 0.091
H -2.69085 1.04588 3.00833 0.119
H -2.66745 -1.48934 3.16995 0.120
H -2.73444 -0.82369 1.54333 0.108
H -1.13539 -2.25944 1.18983 0.082
H -0.76445 -3.13841 3.49539 0.116
H 0.62628 -2.95071 2.42746 0.116
H -0.23773 -1.11641 4.69484 0.098
H 1.13933 -2.18305 4.63980 0.109
H 1.32281 -0.47457 2.44763 0.060
N -3.31011 -0.03882 -1.96660 0.165
C -1.99820 -0.13304 -2.72378 -0.509
C -2.30246 -0.13588 -4.21309 -0.078
P -0.97995 1.28086 -2.16410 0.300
O -1.89102 2.54330 -2.64684 -0.143
O 0.30288 1.25365 -2.91161 -0.289
O -1.08002 1.26504 -0.67048 -0.368
P -1.40129 -1.81123 -2.14922 0.296
O -0.36077 -2.24708 -3.28746 -0.113
O -2.65415 -2.61140 -2.24455 -0.304
O -0.70077 -1.63883 -0.83955 -0.371
H -3.93050 0.65493 -2.38148 0.157
H -3.09474 0.24110 -1.00366 0.133
H -3.69691 -1.00452 -1.98474 0.131
H -2.85832 0.76117 -4.50028 0.080
H -2.87500 -1.02235 -4.49067 0.089
H -1.36665 -0.15004 -4.76711 0.087
H -1.53576 2.91940 -3.46026 0.075
H 0.51957 -1.89566 -3.09570 0.073
N 2.85305 2.68389 -2.96607 0.190
C 3.65236 2.23892 -1.97211 -0.523
O 4.64764 2.81119 -1.57158 0.064
C 3.20679 0.91594 -1.40560 -0.129
C 3.62572 -0.28375 -1.95667 0.008
C 3.16246 -1.47121 -1.40906 -0.043
C 2.26861 -1.40816 -0.35486 -0.143
N 1.84998 -0.25712 0.17368 0.023
C 2.32542 0.87503 -0.33858 -0.077
H 3.04143 3.60603 -3.32377 0.113
H 1.92646 2.27653 -3.07414 0.055
H 4.30326 -0.28549 -2.80150 0.128
H 3.47610 -2.43011 -1.79856 0.109
H 1.84871 -2.31137 0.06988 0.108
H 1.95969 1.79648 0.10158 0.123

No. 2
79
Properties=species:S:1:pos:R:3:lowdin_charge:R:1 method="wB97M-V/def2-TZVPD" homo_lumo_gap_ev=3.782 charge=-1 homo_energy_ev=-1.8
C -0.16949 1.92428 1.40550 -0.068
C -0.49231 0.49928 1.11230 -0.477
C -0.14219 -0.44056 1.97951 0.043
C -1.18539 0.15441 -0.15479 -0.254
Sn -3.29959 0.21038 0.13407 1.344
C -4.23368 -0.26271 -1.68807 -0.307
C -5.46148 -0.88310 -1.66996 -0.126
C -6.09638 -1.18774 -2.86117 -0.091
C -5.49720 -0.86698 -4.06334 -0.099
C -4.26754 -0.23872 -4.07595 -0.092
C -3.63563 0.06637 -2.88333 -0.131
C -3.82243 -1.20209 1.59355 -0.300
C -4.92119 -0.97321 2.38850 -0.140
C -5.27515 -1.89888 3.35372 -0.091
C -4.52391 -3.04618 3.51685 -0.092
C -3.42568 -3.27361 2.71124 -0.077
C -3.07920 -2.35052 1.74102 -0.126
C -3.86090 2.13436 0.75162 -0.302
C -4.18718 3.08601 -0.18689 -0.125
C -4.55911 4.35430 0.22247 -0.091
C -4.59917 4.65995 1.56878 -0.097
C -4.26099 3.70295 2.50528 -0.085
C -3.88730 2.43621 2.09352 -0.134
H -0.49886 2.58462 0.60143 0.072
H -0.65361 2.25171 2.32721 0.079
H 0.90806 2.05279 1.52658 0.085
H -0.33868 -1.47608 1.79509 0.050
H 0.36714 -0.19296 2.88869 0.062
H -0.93634 0.85761 -0.95115 0.055
H -0.91180 -0.84467 -0.49631 0.066
H -5.91890 -1.13266 -0.72650 0.092
H -7.05658 -1.67642 -2.85019 0.098
H -5.98976 -1.10644 -4.99191 0.097
H -3.79955 0.01175 -5.01379 0.099
H -2.67579 0.55639 -2.88571 0.092
H -5.49952 -0.07352 2.25474 0.091
H -6.13687 -1.72413 3.97627 0.098
H -4.79901 -3.76778 4.26882 0.099
H -2.83894 -4.16850 2.83746 0.104
H -2.23590 -2.52977 1.09466 0.089
H -4.15464 2.83648 -1.23498 0.091
H -4.81874 5.10205 -0.50856 0.098
H -4.89427 5.64611 1.88896 0.098
H -4.29026 3.94095 3.55567 0.101
H -3.61882 1.68319 2.81646 0.098
C 2.57070 -3.90003 8.70963 -0.091
C 2.81016 -2.99378 7.55115 -0.334
C 2.09540 -1.81021 7.39062 -0.081
C 2.29928 -0.99702 6.29698 -0.068
C 3.24305 -1.33060 5.31208 -0.264
C 3.47010 -0.47370 4.19120 -0.130
C 4.44888 -0.72912 3.25543 -0.154
C 4.73940 0.01353 2.13155 -0.122
C 5.75417 -0.36644 1.19561 -0.262
C 6.04964 0.44751 0.09033 -0.067
C 7.00337 0.07803 -0.83128 -0.082
C 7.70936 -1.11263 -0.69727 -0.335
C 8.72783 -1.51026 -1.70663 -0.091
C 7.43916 -1.92053 0.40048 -0.077
C 6.48933 -1.55952 1.32715 -0.054
C 3.96981 -2.52077 5.49683 -0.054
C 3.75192 -3.32824 6.58679 -0.079
H 3.20771 -4.78457 8.64991 0.064
H 2.77413 -3.40528 9.66111 0.067
H 1.53538 -4.24082 8.71480 0.067
H 1.37830 -1.52908 8.14334 0.096
H 1.74382 -0.08060 6.19218 0.092
H 2.84814 0.39753 4.08127 0.077
H 5.05354 -1.59685 3.42631 0.062
H 4.19075 0.92067 1.94426 0.078
H 5.50899 1.37029 -0.02960 0.093
H 7.20176 0.70935 -1.68063 0.096
H 9.18421 -2.46709 -1.44897 0.064
H 8.27730 -1.60971 -2.69523 0.068
H 9.52234 -0.76551 -1.76700 0.067
H 7.97710 -2.84716 0.51372 0.094
H 6.30096 -2.21574 2.15687 0.086
H 4.71710 -2.81013 4.78111 0.086
H 4.33200 -4.22632 6.71791 0.094

No. 3
14
Properties=species:S:1:pos:R:3:lowdin_charge:R:1 method="wB97M-V/def2-TZVPD" homo_lumo_gap_ev=10.146 charge=0 homo_energy_ev=-9.3 relative_energy_kj_mol=73.70
O 1.95182 -2.42836 -1.08324 0.058
C 1.39572 -1.72776 -0.27755 -0.297
C 0.01148 -1.17711 -0.41539 -0.168
C 0.17525 0.36170 -0.29465 -0.242
C -0.96890 0.92678 0.63733 -0.578
S -0.70590 2.64459 1.15846 0.685
H 1.94158 -1.38672 0.63309 0.128
H -0.61773 -1.68744 0.31996 0.123
H -0.32677 -1.41224 -1.41895 0.115
H 1.09854 0.65024 0.22982 0.094
H 0.10890 0.77198 -1.29831 0.108
H -0.94281 0.25474 1.48851 0.063
H -1.97028 0.86810 0.21569 0.066
H -1.15090 3.34150 0.10524 -0.154